1.
63
Properties=species:S:1:pos:R:3:forces:R:3:lowdin_spin:R:1 method="wB97M-V/def2-TZVPD" relative_energy_kcal_mol=32.1 spin_multiplicity=2 s2=0.87 largest_force_ev_per_a=1.83 total_energy_ev=-48610.5898 charge=+1
Rh 0.7061 0.4297 -0.5303 -0.949 -1.150 -0.437 0.8137
O 0.0025 1.9181 -1.9562 0.107 -0.833 0.810 0.0459
N 0.8875 2.8083 -2.3854 0.616 0.258 -0.386 0.0021
C 0.4151 3.9138 -3.0047 -0.192 -0.109 -0.116 -0.0011
C 1.2625 4.8063 -3.5980 0.037 0.156 -0.078 0.0001
C 2.6396 4.5873 -3.5470 -0.014 -0.293 0.209 -0.0026
C 3.1060 3.4951 -2.8469 0.095 0.456 -0.263 0.0005
C 2.2210 2.6055 -2.2461 -0.407 -0.382 0.410 -0.0005
S 2.7589 1.2501 -1.3144 -0.426 -0.219 0.543 0.0348
H -0.6601 4.0091 -2.9986 -0.002 -0.075 -0.024 0.0001
H 0.8513 5.6708 -4.0979 -0.037 -0.014 0.019 0.0001
H 3.3274 5.2670 -4.0286 0.007 0.025 0.024 -0.0001
H 4.1650 3.3106 -2.7355 -0.013 -0.051 -0.002 0.0003
C 2.6153 2.1971 2.9133 0.054 0.004 0.154 0.0000
N 1.2626 1.7426 2.5845 0.044 -0.341 -0.040 0.0001
C 0.5228 2.5139 1.6069 -0.114 0.151 -0.334 0.0108
C 1.0033 0.4072 2.6090 0.048 0.050 0.038 0.0089
N 0.3062 -0.1374 1.6201 0.733 1.021 -1.198 0.0392
C -0.5332 -1.2264 1.7909 -0.755 -1.018 -0.184 -0.0003
C -1.0751 -1.6398 3.0210 0.298 0.430 -0.177 0.0017
C -1.7867 -2.8116 3.1333 -0.184 -0.393 -0.206 0.0015
C -1.9443 -3.6324 2.0156 -0.111 0.096 0.423 0.0027
C -1.5382 -3.1808 0.7810 0.166 0.337 -0.376 0.0016
C -0.9458 -1.9160 0.6264 -0.090 -0.308 1.110 0.0033
N -0.6988 -1.3162 -0.6036 1.214 1.048 -0.887 0.0336
C -1.4158 -1.5813 -1.6877 -0.221 -0.192 -0.002 0.0037
N -2.7196 -1.9305 -1.6261 -0.050 0.163 -0.244 -0.0013
C -3.6183 -1.4539 -0.5935 -0.106 0.015 0.133 -0.0004
C -3.3552 -2.7330 -2.6586 -0.085 -0.061 0.056 0.0004
N -0.8860 -1.5327 -2.9505 0.163 0.335 0.510 -0.0009
C 0.5425 -1.7203 -3.1426 0.111 -0.001 0.043 -0.0042
C -1.5014 -0.6190 -3.9096 -0.081 -0.018 -0.101 0.0002
N 1.5087 -0.3010 3.6444 0.058 0.101 -0.028 0.0034
C 1.5929 0.2468 4.9862 0.010 -0.054 0.099 0.0007
C 1.9005 -1.6889 3.5070 0.019 -0.226 0.038 0.0001
H 2.6865 3.2585 2.6972 -0.021 0.009 -0.022 0.0001
H 3.3685 1.6674 2.3248 -0.036 0.015 -0.033 0.0000
H 2.8365 2.0614 3.9696 0.040 0.045 -0.060 -0.0001
H 0.8305 3.5556 1.6307 0.024 -0.011 0.138 0.0005
H -0.5478 2.4442 1.7912 0.017 0.013 0.030 0.0000
H 0.7170 2.0978 0.6005 -0.125 0.931 0.459 0.0040
H -0.9340 -1.0104 3.8911 0.070 -0.055 0.026 0.0000
H -2.2130 -3.1074 4.0823 0.083 0.022 0.040 0.0000
H -2.4282 -4.5945 2.1169 0.027 -0.012 -0.052 0.0001
H -1.6881 -3.7942 -0.0988 -0.098 0.019 -0.006 0.0000
H -3.1135 -0.7649 0.0774 0.027 -0.006 -0.038 0.0000
H -4.0160 -2.2846 -0.0072 0.050 0.002 0.026 -0.0001
H -4.4562 -0.9362 -1.0671 0.018 -0.002 -0.014 -0.0002
H -2.6060 -3.1560 -3.3199 0.001 0.013 -0.002 0.0000
H -4.0662 -2.1465 -3.2462 0.018 0.001 0.005 -0.0001
H -3.9049 -3.5456 -2.1773 -0.008 0.025 -0.006 0.0000
H 0.8982 -2.5331 -2.5138 0.006 0.025 0.030 -0.0002
H 1.1221 -0.8222 -2.9224 0.027 0.077 0.022 -0.0022
H 0.7186 -1.9803 -4.1863 -0.072 -0.069 0.006 -0.0002
H -2.5636 -0.5092 -3.7070 0.026 -0.008 -0.014 0.0000
H -1.3737 -1.0040 -4.9208 -0.018 -0.017 -0.001 0.0000
H -1.0356 0.3691 -3.8379 0.026 -0.040 -0.003 0.0001
H 1.0802 1.2043 5.0304 0.027 -0.007 0.006 0.0000
H 2.6292 0.3673 5.3113 -0.019 0.005 -0.007 0.0001
H 1.1023 -0.4412 5.6796 -0.001 -0.004 -0.027 0.0001
H 1.9045 -1.9834 2.4610 -0.004 0.043 -0.004 -0.0001
H 1.2268 -2.3549 4.0512 -0.023 0.028 -0.024 0.0001
H 2.9070 -1.8153 3.9115 -0.003 0.053 -0.009 0.0001

***

2.
65
Properties=species:S:1:pos:R:3:forces:R:3:mulliken_charge:R:1 method="wB97M-V/def2-TZVPD" largest_force_ev_per_a=4.35 total_energy_ev=-63298.7065
C 2.3302 -3.8126 3.3832 0.227 0.817 0.336 -1.4249
C 1.7973 -2.4821 2.7627 -0.422 0.906 -0.653 0.9029
C 2.7582 -1.5364 2.1727 -2.344 0.399 0.012 -0.8554
C 2.2963 -0.2746 1.5782 -0.917 -2.049 1.238 -0.2563
C 0.8699 0.0365 1.6271 1.093 -1.459 0.406 -0.6277
C -0.0710 -0.8979 2.2097 1.250 -0.626 0.127 0.0227
C 0.3532 -2.1904 2.7732 1.623 1.669 -0.459 0.1989
C -0.6827 -3.2077 3.3545 0.818 0.577 -0.458 -0.8880
S -1.4199 -4.0386 1.8522 0.061 -1.995 -3.861 1.1927
O -0.7483 -5.3513 1.6977 -0.863 1.247 1.929 -0.7525
O -1.0817 -3.2598 0.6397 -0.683 0.340 2.109 -0.6174
N -3.0538 -4.2837 2.0357 0.115 1.077 -0.656 -0.5816
S -3.9564 -3.2813 1.0525 1.775 1.601 -0.735 1.2744
O -3.6521 -1.8691 1.4091 -0.717 -1.296 -0.121 -0.6834
O -3.8420 -3.5540 -0.3878 -0.474 -0.245 1.661 -0.7086
C -5.7618 -3.4948 1.4338 -0.538 -0.024 0.195 -0.9475
C -6.3215 -2.2285 2.1927 -1.108 -0.047 -1.673 -0.2242
C -7.8882 -2.3779 2.2464 0.285 0.663 1.861 0.2011
F -8.6347 -2.8021 1.1670 1.241 -0.171 1.229 -0.2736
C -8.5319 -2.0954 3.4092 0.621 -0.758 -2.283 0.3038
F -7.9159 -1.2346 4.2728 -1.617 -1.707 0.012 -0.2141
F -9.7547 -2.6525 3.6670 1.384 1.856 0.555 -0.2303
H 3.4301 -3.9515 3.1738 -1.201 0.126 -0.039 0.3512
H 2.2650 -3.7122 4.5084 -0.116 -0.339 -1.108 0.3178
H 1.7473 -4.6992 3.0317 0.530 0.729 0.286 0.3011
H 3.8349 -1.8333 2.1966 -1.047 0.458 -0.145 0.2409
H 3.0666 0.3876 1.1150 -0.912 -0.426 0.427 0.2523
H 0.5271 0.9965 1.1744 0.110 -0.938 0.528 0.3187
H -1.1585 -0.6400 2.2077 1.047 -0.377 -0.058 0.3076
H -0.1551 -4.0258 3.9169 -0.757 0.880 -0.517 0.4057
H -1.4586 -2.7028 3.9824 0.567 -0.510 -0.740 0.3729
H -5.9716 -4.4649 1.9534 0.383 0.915 -0.236 0.4217
H -6.3043 -3.5327 0.4473 1.011 -0.080 0.823 0.3337
H -5.8703 -2.0887 3.2024 -0.639 -0.148 -0.840 0.2768
H -6.1310 -1.3221 1.5558 0.305 -0.882 0.705 0.2835
C 0.9230 0.3577 -2.4458 -0.045 -0.014 0.056 -1.3533
C 0.5480 1.7279 -1.8927 0.044 -0.166 0.140 0.2759
C 0.5947 2.8713 -2.9140 -0.127 -0.249 0.219 -0.9740
C 1.9132 3.0672 -3.6538 -0.232 0.121 0.046 -0.6610
N 2.9122 4.0087 -2.9879 0.602 0.421 -0.198 0.1676
C 3.1515 3.7646 -1.5118 -0.051 -0.056 0.044 -0.9126
C 4.0221 2.5292 -1.4783 -0.194 -0.359 0.098 -0.1502
C 4.9517 2.6988 -2.6788 0.363 -0.252 -0.180 -0.8073
C 4.2976 3.7435 -3.5866 -0.125 0.069 0.153 -0.5381
C 2.5154 5.4384 -3.2222 -0.032 -0.380 0.016 -1.0530
H 1.9360 0.3340 -2.8569 0.006 -0.038 -0.031 0.3080
H 0.8884 -0.3856 -1.6470 -0.057 0.017 -0.072 0.3653
H 0.2281 0.0454 -3.2281 0.054 -0.014 0.011 0.3731
H 1.1800 1.9425 -1.0282 -0.024 0.013 0.030 -0.4015
H -0.4716 1.6669 -1.5023 0.072 0.081 -0.010 0.5919
H 0.2716 3.7997 -2.4325 0.042 0.049 -0.109 0.2721
H -0.1667 2.6516 -3.6686 0.122 0.098 -0.063 0.4467
H 1.7123 3.5091 -4.6320 0.204 0.075 0.072 0.3371
H 2.4207 2.1212 -3.8396 0.018 0.020 0.207 0.5996
H 3.7060 4.6241 -1.1256 -0.087 0.035 -0.207 0.5038
H 2.2088 3.6991 -0.9772 -0.044 -0.022 -0.101 0.4434
H 3.4241 1.6236 -1.5961 -0.063 0.080 0.105 -0.0079
H 4.5670 2.4340 -0.5397 -0.100 0.077 -0.022 0.6205
H 5.0961 1.7507 -3.1978 0.005 0.081 0.023 0.3663
H 5.9380 3.0437 -2.3647 -0.081 0.010 -0.086 0.2975
H 4.1858 3.4190 -4.6206 -0.098 0.145 0.070 0.3179
H 4.8557 4.6796 -3.5574 -0.184 0.010 -0.062 0.3824
H 1.5442 5.6111 -2.7621 0.039 0.025 -0.092 0.3545
H 2.4731 5.6133 -4.2968 -0.058 0.007 0.095 0.4079
H 3.2629 6.0882 -2.7700 -0.061 -0.068 -0.006 0.4327

***

3.
62
Properties=species:S:1:pos:R:3:forces:R:3:mulliken_charge:R:1 method="wB97M-V/def2-TZVPD" largest_force_ev_per_a=5.97 total_energy_ev=-39125.3481 charge=+1
C -0.7416 -3.3694 0.8222 1.084 0.868 1.027 -0.6747
C -0.1668 -2.1994 1.4918 -1.867 -1.476 -1.844 0.0745
N 1.2831 -1.9913 1.3369 0.374 0.472 3.006 0.6060
C 1.6696 -0.8711 0.4883 0.733 0.240 -2.683 -1.3739
N 2.2172 -1.2098 -0.8545 -1.155 0.781 2.812 0.1945
C 3.6605 -1.6075 -0.7654 0.897 -1.820 -1.305 -0.3024
C 4.2326 -1.5960 -2.2896 -1.011 0.966 -0.337 -0.3030
F 5.4257 -0.8024 -2.4201 -1.631 -1.533 0.401 -0.2993
N 1.5761 0.4213 0.7539 -0.354 -1.688 -0.250 1.0473
C 1.0651 0.8904 2.0722 0.347 2.478 2.171 -0.4171
C 0.1597 2.2421 1.9730 0.287 0.104 -0.462 -1.0682
C -1.0846 2.1071 0.9648 -0.208 1.198 0.054 1.1512
C -2.5316 2.3006 1.6911 0.542 -1.920 -0.556 -1.0986
C -3.0226 0.7888 2.0858 0.031 0.896 0.657 0.4940
C -4.1112 0.1960 1.0647 0.179 -0.549 0.291 -0.7906
C -3.8248 -1.3086 0.5686 -0.363 -0.329 -0.264 -0.0203
C -3.6896 -1.4617 -1.0332 0.338 -0.667 0.416 -1.1493
C -2.2098 -1.0948 -1.5800 -0.539 1.007 0.332 0.9044
C -2.2507 -0.0820 -2.8334 0.839 -0.491 0.081 -1.0604
C 2.0499 1.4106 -0.2721 1.241 3.185 -3.614 -0.1666
C 1.1788 1.8775 -1.4433 0.712 0.550 -0.103 0.1267
C 1.5964 2.9125 -2.5339 3.987 -1.473 4.194 -0.4934
C 3.0776 3.4032 -2.3170 -2.905 -2.829 1.959 -0.4057
C 3.8115 2.7928 -1.1094 -0.741 0.621 -1.121 -0.2471
N 3.3755 1.8825 -0.1202 -2.881 0.654 -2.738 -0.4997
C 2.0863 -2.1823 2.5386 1.576 -0.267 1.596 0.9414
F 3.1985 -1.2720 2.5850 -2.623 -2.217 -0.229 -0.2291
F 2.6083 -3.4957 2.5816 -1.275 3.203 -0.008 -0.2611
F 1.3429 -1.9947 3.7329 1.679 -0.447 -2.742 -0.2567
H -1.3731 -3.3030 -0.1228 -0.689 0.049 2.419 0.0895
H -0.5352 -4.4093 1.2815 1.124 1.431 -1.939 0.2551
H -0.8332 -1.5380 2.1341 1.072 0.056 -1.830 0.2733
H 1.6156 -1.9657 -1.2191 0.686 0.218 0.319 0.3992
H 4.2806 -0.9497 -0.0669 -1.061 -0.828 -1.080 0.3326
H 3.6724 -2.7238 -0.4572 0.396 1.892 0.034 0.3228
H 4.3407 -2.6527 -2.7231 0.504 1.587 0.860 0.2895
H 3.4341 -1.0757 -2.9443 1.286 -0.675 1.065 0.2081
H 0.5463 0.1041 2.7082 0.691 0.719 -1.432 0.4145
H 1.9964 1.2192 2.6787 -1.339 -0.717 -1.023 0.3013
H 0.8507 3.1070 1.6363 -1.063 -1.480 0.473 0.3366
H -0.2047 2.5499 3.0226 0.683 -0.852 -1.518 0.5042
H -0.9844 2.9197 0.1511 -0.033 -1.316 1.232 0.3623
H -1.0160 1.0923 0.4466 -0.385 1.298 0.620 -1.1356
H -3.2782 2.6915 0.9221 1.046 -0.139 1.289 0.3971
H -2.4426 2.9513 2.6248 -0.176 -0.706 -1.501 0.2821
H -3.4337 0.8036 3.1672 0.512 -0.136 -1.804 0.5545
H -2.0675 0.1623 2.1266 -1.391 0.571 -0.124 -0.7258
H -5.1125 0.1712 1.6297 1.411 0.317 -1.146 0.2823
H -4.1910 0.8492 0.1255 0.023 -0.735 1.463 0.3467
H -2.8729 -1.7288 1.0404 -1.198 0.583 -0.509 -0.2741
H -4.6882 -1.9825 0.9271 1.357 0.985 -0.591 0.4578
H -4.5051 -0.8234 -1.5443 1.364 -1.088 0.725 0.4129
H -3.8552 -2.5731 -1.2799 -0.097 1.702 0.238 0.2734
H -1.5869 -2.0235 -1.8317 -1.059 1.249 0.281 0.3269
H -1.6738 -0.5598 -0.7231 -0.532 -0.767 -1.021 -0.5569
H -3.3180 0.1639 -3.1462 1.530 -0.487 0.238 0.3646
H -1.7316 0.9001 -2.5683 -0.763 -1.234 -0.360 0.2013
H -1.6334 -0.5649 -3.6795 -1.273 0.983 1.022 0.2787
H 0.1241 1.4263 -1.5244 1.865 0.759 0.165 -0.0924
H 0.9293 3.2659 -3.3810 0.908 -0.691 1.385 0.3966
H 3.5699 4.1580 -3.0212 -0.699 -1.335 1.319 0.3607
H 4.9057 3.1404 -0.9937 -1.994 -0.731 -0.008 0.3374